Entry 1:
The following is a quantum chemistry calculation of a molecular structure, C58H59CrN8O8PS3 in a non-equilibrium geometry, from the Open Molecules 2025 dataset.

Values from the calculation:
Charge: +2
HOMO level (spin up / spin down) (Ha): -0.42722 / -0.42714
E (eV): -159606.983
HOMO-LUMO gap (spin up / spin down) (eV): 5.8 / 6.2
Lowest unoccupied orbital energy (spin up / spin down) (Ha): -0.213 / -0.201

Each line ends with the Löwdin charge.
Atoms and positions in Å:
Cr (0.69640, -0.21800, 0.11580)  0.9644
O (-0.45740, -0.89400, -0.82900)  -0.1820
C (-1.17100, -2.05360, -1.04110)  -0.3954
C (-1.81810, -2.38130, 0.33020)  -0.0197
C (-0.76710, -2.73900, 1.34260)  -0.2186
C (-0.80720, -3.95750, 2.01020)  0.0271
C (0.08970, -4.19450, 3.03710)  0.0003
C (0.98720, -3.19850, 3.37730)  0.0266
C (0.98500, -2.00920, 2.65870)  -0.2089
C (1.84220, -0.85680, 3.10310)  -0.0383
C (2.87920, -0.49340, 2.01480)  -0.3950
O (2.09380, -0.23420, 0.92510)  -0.1703
C (3.69970, 0.77680, 2.24290)  -0.1426
C (3.47080, 1.68370, 3.26490)  -0.0191
C (4.24590, 2.83090, 3.35310)  -0.0592
C (5.24860, 3.06770, 2.43050)  -0.0648
C (5.47190, 2.16500, 1.40330)  -0.0481
C (4.69100, 1.03010, 1.29870)  -0.0044
C (3.83880, -1.67740, 1.90770)  -0.1611
C (4.74150, -1.87460, 2.94890)  -0.0187
C (5.59950, -2.95890, 2.93040)  -0.0527
C (5.56300, -3.85710, 1.87620)  -0.0659
C (4.66380, -3.66540, 0.84350)  -0.0545
C (3.80430, -2.57780, 0.85840)  -0.0101
N (0.15660, -1.81890, 1.62670)  0.1507
C (-0.27350, -3.24110, -1.40660)  -0.1578
C (-0.86910, -4.44530, -1.76740)  -0.0092
C (-0.07720, -5.52140, -2.12110)  -0.0458
C (1.30180, -5.40520, -2.12640)  -0.0519
C (1.89120, -4.21320, -1.75160)  -0.0542
C (1.10340, -3.13510, -1.38830)  -0.0501
C (-2.14510, -1.84650, -2.19820)  -0.1551
C (-3.52750, -1.82880, -2.06510)  -0.0336
C (-4.32270, -1.60980, -3.18290)  -0.0860
C (-3.74760, -1.40780, -4.42740)  -0.0741
C (-2.36790, -1.43010, -4.55930)  -0.0438
C (-1.56790, -1.65260, -3.45210)  -0.0074
H (-2.52660, -3.20120, 0.22630)  0.1318
H (-2.33450, -1.48200, 0.68270)  0.1410
H (-1.54390, -4.69770, 1.74960)  0.1260
H (0.06510, -5.12390, 3.58300)  0.1236
H (1.66490, -3.32420, 4.20680)  0.1271
H (2.34020, -1.09000, 4.04270)  0.1238
H (1.16930, -0.00440, 3.21800)  0.0871
H (2.71660, 1.50180, 4.01330)  0.0827
H (4.06020, 3.53270, 4.15360)  0.1036
H (5.86670, 3.94690, 2.50940)  0.1103
H (6.25400, 2.34730, 0.68630)  0.1119
H (4.85430, 0.32280, 0.49820)  0.1306
H (4.78060, -1.16190, 3.75990)  0.1246
H (6.30150, -3.10360, 3.73700)  0.1119
H (6.24470, -4.69250, 1.84990)  0.1109
H (4.63510, -4.36680, 0.02440)  0.1015
H (3.11640, -2.41230, 0.04600)  0.0812
H (-1.94520, -4.53410, -1.79290)  0.1270
H (-0.53970, -6.44870, -2.41440)  0.1124
H (1.91680, -6.23960, -2.42340)  0.1131
H (2.96470, -4.12220, -1.76680)  0.0981
H (1.55720, -2.17700, -1.14470)  0.0618
H (-3.99790, -1.99830, -1.10670)  0.1137
H (-5.39730, -1.60460, -3.08080)  0.1112
H (-4.37270, -1.22810, -5.28700)  0.1149
H (-1.90640, -1.27710, -5.52050)  0.1229
H (-0.49260, -1.68640, -3.55660)  0.0978
N (7.95920, -0.24690, -4.74420)  0.1243
C (6.61150, -0.38650, -4.62830)  -0.3115
C (6.05640, -1.21650, -3.64000)  -0.0146
C (4.68970, -1.32500, -3.50580)  -0.0614
C (3.85860, -0.60760, -4.34860)  -0.3013
C (4.38180, 0.23870, -5.31130)  -0.0540
C (5.74720, 0.34920, -5.45370)  -0.0120
S (2.10640, -0.75180, -4.17390)  0.6247
O (1.43430, 0.26120, -4.96570)  -0.4220
O (1.66760, -2.10430, -4.33270)  -0.2726
N (1.83180, -0.34250, -2.58450)  -0.0641
C (1.52990, 0.87790, -2.33340)  -0.6780
S (1.42490, 2.20460, -3.47600)  1.0975
C (1.19350, 3.28890, -2.11350)  -0.3794
C (1.12420, 2.60630, -0.95670)  -0.2390
N (1.25100, 1.24950, -1.07970)  -0.0811
H (8.55910, -0.91920, -4.29560)  0.1052
H (8.32260, 0.18660, -5.57660)  0.1061
H (6.71560, -1.77600, -2.99310)  0.1132
H (4.24860, -1.95990, -2.75430)  0.1032
H (3.70340, 0.79380, -5.93800)  0.1144
H (6.16630, 0.99860, -6.20750)  0.1169
H (1.19420, 4.35250, -2.24140)  0.0707
H (1.01940, 3.03820, 0.02650)  0.1154
C (-2.95310, 3.29230, -4.66170)  -0.1424
N (-3.48130, 2.03660, -4.16560)  -0.1233
C (-4.83300, 2.21300, -3.66340)  -0.1541
N (-4.92630, 3.25640, -2.64960)  -0.1415
C (-4.39010, 4.49280, -3.19700)  -0.1496
N (-3.01230, 4.32790, -3.63720)  -0.1374
C (-2.04730, 4.21220, -2.59610)  -0.1868
P (-2.51620, 2.58160, -1.74930)  1.1102
C (-2.60480, 1.44520, -3.18440)  -0.2005
C (-4.31630, 2.88990, -1.39550)  -0.2009
H (-3.55030, 3.61750, -5.51630)  0.1471
H (-1.92140, 3.15870, -4.98970)  0.1428
H (-5.18150, 1.26620, -3.24600)  0.1311
H (-5.48270, 2.49570, -4.49470)  0.1465
H (-4.45980, 5.29760, -2.46030)  0.1420
H (-4.99580, 4.76410, -4.06610)  0.1464
H (-2.13780, 5.05840, -1.90820)  0.1168
H (-1.03290, 4.16430, -3.00680)  0.0810
H (-3.00920, 0.48330, -2.85410)  0.0736
H (-1.61200, 1.28440, -3.62120)  0.1153
H (-4.46560, 3.70710, -0.68080)  0.1097
H (-4.79580, 1.98480, -1.00460)  0.1227
C (4.22230, 1.20530, 7.48430)  -0.0254
C (2.86540, 1.31590, 6.87560)  -0.2543
C (2.09970, 0.19080, 6.58150)  -0.0189
C (0.90550, 0.30980, 5.88710)  -0.0639
C (0.48950, 1.56210, 5.47180)  -0.2921
C (1.18800, 2.70300, 5.82680)  -0.0584
C (2.36740, 2.57460, 6.53430)  -0.0278
S (-0.78740, 1.70680, 4.24520)  0.7010
O (-2.01420, 2.29750, 4.67530)  -0.2524
O (-0.87960, 0.45590, 3.52630)  -0.2940
N (-0.06510, 2.85880, 3.20850)  -0.1101
C (-0.99230, 3.65450, 2.45950)  -0.1961
C (-1.97350, 2.82050, 1.58080)  -0.0402
C (-1.28750, 1.85430, 0.68300)  -0.3565
O (-1.73420, 1.71080, -0.63340)  -0.1246
O (-0.38580, 1.11160, 1.02430)  0.0155
H (4.52800, 0.17060, 7.58330)  0.0820
H (4.23810, 1.66310, 8.46950)  0.0959
H (4.94740, 1.73270, 6.86780)  0.0888
H (2.44710, -0.79050, 6.87190)  0.1238
H (0.31260, -0.55430, 5.63140)  0.1220
H (0.82410, 3.66560, 5.50880)  0.1194
H (2.93040, 3.45650, 6.80330)  0.1282
H (0.67450, 2.44680, 2.65720)  0.0925
H (-0.43960, 4.37440, 1.84940)  0.1339
H (-1.60500, 4.19220, 3.18960)  0.1312
H (-2.62730, 3.48840, 1.01670)  0.1189
H (-2.57040, 2.23260, 2.29280)  0.1395

Forces on atoms 1 to 6 (eV/Å):
-0.52 1.31 0.23
-0.89 -0.17 -1.68
-1.12 -2.07 0.22
0.13 0.21 -0.44
-0.35 -0.50 0.08
0.07 0.27 0.08

***

Entry 2:
The following is a quantum chemistry calculation of 40 unconnected molecules or ions with the total composition H80O40 in a non-equilibrium geometry, from the Open Molecules 2025 dataset.

Values from the calculation:
HOMO level (Ha): -0.35678
E (eV): -83188.579
HOMO-LUMO gap (eV): 9.3
Lowest unoccupied orbital energy (Ha): -0.014

Each line ends with the Löwdin charge.
Atoms and positions in Å:
H (4.24033, 0.50524, 1.38709)  0.0000
H (4.07096, 1.54944, 2.61343)  0.0784
O (3.97163, 0.65352, 2.28974)  -0.0628
H (-2.00946, -0.45760, 4.00675)  -0.0156
H (-1.72237, -1.99727, 4.43533)  -0.0118
O (-2.09348, -1.35521, 3.95042)  0.0340
H (1.34604, 1.95092, 3.60536)  0.0438
H (1.37276, 3.71152, 3.61948)  0.0419
O (1.78785, 2.85447, 3.46003)  -0.0994
H (3.61366, 1.78756, -3.84029)  0.0676
H (3.46593, 1.28904, -2.44546)  0.0664
O (4.02478, 1.10715, -3.29380)  -0.0734
H (-2.49899, 0.63730, -4.63117)  -0.0010
H (-3.71661, -0.36735, -4.48573)  0.0215
O (-3.38152, 0.43749, -4.79842)  0.0098
H (0.60772, 3.08193, -4.20284)  -0.0012
O (-0.08944, 3.40012, -4.81636)  -0.0831
H (1.06048, -0.32371, -2.69596)  -0.0175
O (1.54112, 0.33935, -2.29129)  -0.0567
H (0.57240, -2.54799, -0.31122)  -0.0378
H (0.14961, -4.03207, -0.43797)  0.0211
O (0.71264, -3.40420, 0.06878)  -0.0774
H (2.88780, 1.18669, 0.54291)  0.0671
H (1.69462, 1.24004, -0.52667)  -0.1001
O (2.27866, 1.67980, -0.07111)  -0.0249
H (-1.80043, 4.80284, -1.69648)  0.1566
H (-0.24184, 4.04051, -1.80130)  0.0320
O (-1.21894, 3.88296, -1.85444)  -0.1504
H (-3.39630, -1.05981, 5.19153)  0.0175
H (-4.80446, -1.06459, 4.43177)  0.0826
O (-4.35397, -0.88942, 5.30688)  -0.0844
H (0.81355, 2.91672, 0.80062)  0.0483
O (0.43359, 3.85080, 0.71828)  -0.1134
H (5.99506, -1.05826, -1.75814)  0.0936
H (4.53739, -1.15420, -1.99534)  -0.1067
O (5.20907, -1.63070, -1.84933)  0.0506
H (-0.29335, -0.45046, -1.63543)  -0.0027
H (-1.66314, -0.57156, -0.88781)  0.0592
O (-0.80529, -0.99378, -1.08762)  -0.0287
H (-0.64066, -4.46424, 3.65056)  0.0253
H (-1.55521, -4.13038, 2.37058)  0.0458
O (-1.47811, -4.78930, 3.17761)  -0.1367
H (1.00225, -4.51656, 2.66135)  0.0375
H (2.34074, -4.42607, 3.11430)  0.0451
O (1.47509, -4.58544, 3.52685)  -0.0773
H (0.31074, -1.99046, -4.70739)  -0.1295
H (0.10122, -2.85587, -3.65792)  0.1334
O (0.72222, -2.69869, -4.48262)  -0.0192
H (5.77247, -0.07397, 1.23704)  0.0763
H (6.13165, 0.51032, 2.63794)  -0.0181
O (6.54702, 0.42009, 1.81072)  -0.0959
H (5.12368, -1.79381, 0.28680)  0.0803
O (4.35730, -1.42104, 0.80822)  -0.0890
H (-3.63991, 0.83776, 5.50480)  -0.1103
H (-4.18187, 1.36439, 4.35567)  0.0137
O (-3.50956, 1.46269, 4.97247)  0.0664
H (-3.64882, -1.42557, 2.00918)  0.0983
O (-3.86163, -0.74973, 1.22255)  -0.0921
H (-2.68686, 2.31174, 0.90631)  0.0708
H (-1.70760, 2.88345, -0.47187)  0.0834
O (-2.11467, 2.09457, 0.13630)  -0.1311
H (3.75617, 2.87233, -1.02777)  0.0747
H (4.52193, 2.51536, -2.28723)  -0.0736
O (4.27930, 3.26696, -1.83628)  -0.0692
H (1.92423, -5.94665, -2.52101)  0.1140
H (1.83956, -4.53433, -3.37525)  -0.0399
O (1.56610, -5.42449, -3.35816)  -0.0890
H (-3.55691, -2.09466, -1.92296)  -0.0008
H (-2.06034, -1.92583, -2.22379)  0.0231
O (-2.77314, -2.61651, -2.16376)  -0.0674
H (0.18002, 0.62381, 1.71918)  -0.0006
H (-0.71810, 1.24072, 0.34164)  0.0496
O (0.05257, 0.78129, 0.82821)  -0.0604
H (-1.19772, 1.22562, 4.88698)  -0.0163
H (-0.11262, 0.04485, 5.00825)  -0.0129
O (-0.28192, 1.02226, 4.80686)  -0.0742
H (-5.74679, -1.39443, -2.09314)  0.1145
H (-5.34414, -0.82008, -0.79774)  -0.0697
O (-5.29003, -1.57203, -1.21926)  0.0052
H (-4.36494, 4.13859, 3.39356)  0.0366
H (-4.06319, 2.83727, 2.82036)  -0.0277
O (-4.12120, 3.71637, 2.59435)  0.0209
H (0.59776, 0.68399, -5.54611)  0.1105
H (0.35108, -0.74834, -6.14196)  -0.0005
O (0.10556, -0.21613, -5.44219)  -0.0532
H (2.41062, -1.79769, -3.83792)  0.1531
H (3.29678, -1.49933, -5.19053)  0.0982
O (2.60851, -0.99859, -4.61683)  -0.1833
H (-2.80229, 1.14538, -1.58573)  -0.0648
O (-3.24900, 0.51205, -2.01342)  0.0165
H (2.04918, -1.00808, 0.82767)  0.0691
H (1.22439, -0.63110, -0.45778)  0.0430
O (2.04615, -1.18799, -0.17968)  -0.1374
H (3.78389, -1.67816, 0.08611)  0.0120
H (-0.89555, 3.53180, -4.28877)  0.0174
H (-4.63420, -1.00579, 0.72826)  -0.0158
H (2.26027, 0.46457, -3.03274)  0.0719
H (1.09044, 4.62953, 0.81689)  0.1216
H (-3.34868, 0.87555, -2.88968)  0.0173
O (0.17047, -1.44865, 5.22953)  -0.1119
H (0.95447, -1.38605, 4.65476)  0.0119
H (0.63539, -1.87988, 6.13442)  0.1998
O (-1.78632, -2.81808, 1.00520)  -0.1034
H (-1.18815, -2.04969, 1.33366)  0.0980
H (-1.77729, -2.73499, 0.06770)  -0.0237
O (-1.57952, -4.56775, -0.56010)  0.0660
H (-2.00987, -4.42486, -1.31565)  -0.0125
H (-1.46058, -5.24725, -0.06715)  -0.0217
O (-3.70982, 3.77126, -0.68125)  -0.0141
H (-4.15347, 4.48300, -0.34978)  0.0117
H (-3.54028, 3.78805, -1.60930)  0.0449
O (-1.72372, 5.30004, 0.16914)  -0.1120
H (-2.54602, 4.82128, 0.58205)  0.0812
H (-0.92670, 4.89676, 0.47706)  -0.0400
O (1.87743, -1.13840, 3.05894)  -0.0348
H (2.35773, -0.17447, 3.00524)  0.1231
H (2.66438, -1.53346, 3.09285)  -0.0352
O (1.65423, 3.48798, -2.59261)  -0.0409
H (1.94598, 4.37622, -2.36792)  0.0782
H (1.60037, 3.19450, -1.68711)  0.0032

Forces on atoms 1 to 6 (eV/Å):
0.33 0.11 -0.20
0.08 0.54 -0.46
-1.51 -0.17 1.34
1.44 3.10 0.94
2.96 -2.54 3.00
-4.31 -0.57 -4.63

***

Entry 3:
The following is a quantum chemistry calculation of 2 unconnected molecules or ions with the total composition C4H2F4 in a non-equilibrium geometry, from the Open Molecules 2025 dataset.

Values from the calculation:
HOMO level (spin up / spin down) (Ha): -0.43327 / -0.43326
E (eV): -15040.767
HOMO-LUMO gap (spin up / spin down) (eV): 7.3 / 7.3
Lowest unoccupied orbital energy (spin up / spin down) (Ha): -0.164 / -0.164

Each line ends with the Löwdin charge.
Atoms and positions in Å:
C (-2.01018, -2.42667, 1.10297)  0.0182
C (-0.88960, -2.68530, 0.96274)  0.0089
C (-0.23220, 1.18099, -0.17532)  -0.0948
C (0.92772, 0.19419, -0.38743)  -0.6120
F (-0.76418, 0.84202, 1.02065)  -0.0066
F (1.69184, -0.12415, 0.69055)  0.1363
F (0.45504, -0.96057, -0.78098)  0.1446
F (1.67163, 0.76624, -1.36217)  0.1255
H (-0.98387, 1.02020, -0.97263)  0.1487
H (0.13380, 2.19305, -0.09838)  0.1311

Forces on atoms 1 to 6 (eV/Å):
-8.94 2.04 1.15
8.88 -2.08 -1.09
0.52 -0.88 0.31
-0.02 1.12 0.18
-1.00 -0.10 1.03
-0.30 1.17 -0.67